Arrangement a

Formula: C4H11NO
Source: OMol25
Level of theory: the ωB97M-V functional and the def2-TZVPD basis

XYZ file:
```
17
Properties=species:S:1:pos:R:3:mulliken_charge:R:1
C -0.4901 1.2062 -1.9605 -0.8574
N -0.1010 -0.2666 -1.5100 -0.4311
C 0.7972 -0.3187 -0.4081 -0.6933
C 0.2516 0.0752 0.9273 0.1486
C 0.7566 -0.7999 2.1068 -1.2946
O -1.2668 0.0895 0.9151 -0.5910
H -0.8926 1.5711 -0.9922 0.3041
H -1.3764 1.0624 -2.4986 0.3678
H 0.3572 1.8773 -2.3427 0.2728
H 0.3189 -0.5354 -2.3790 0.2572
H 1.1659 -1.2816 -0.3793 0.5127
H 1.8549 0.3032 -0.4669 0.2429
H 0.4265 1.0684 1.1060 0.4293
H 0.7266 -1.8115 1.6194 0.2805
H 1.8537 -0.5959 2.2969 0.3134
H 0.0475 -0.7836 2.8738 0.3933
H -1.5317 -0.7016 0.4178 0.3448
```

The structure (SMILES) is CNC[C@H](C)O. As for the HOMO energy: -9.36 eV.



Arrangement b

Formula: C4H11NO
Source: OMol25
Level of theory: the ωB97M-V functional and the def2-TZVPD basis

XYZ file:
```
17
Properties=species:S:1:pos:R:3:mulliken_charge:R:1
C 1.0118 0.0748 2.7201 -0.9547
C 1.8110 -0.9550 1.8638 0.5529
O 2.9412 -0.8207 1.6329 -0.5041
N 1.0764 -2.1557 1.4791 -0.3867
H -0.0095 -0.1298 2.8087 0.3504
H 1.3867 0.9516 2.3257 0.2885
H 1.4365 -3.0104 1.0752 0.1986
H 0.1626 -2.2202 1.8097 0.1685
H 1.3634 -0.1081 3.7224 0.2878
C -1.0896 1.6584 -2.1474 -0.7821
C -1.6899 0.4125 -2.7223 -0.7382
H 0.0560 1.7007 -2.0060 0.2357
H -1.4344 1.9559 -1.1387 0.2581
H -1.1794 2.4892 -2.8504 0.2813
H -2.7971 0.5786 -2.8315 0.2333
H -1.6872 -0.5718 -2.0626 0.2058
H -1.3585 0.1501 -3.6786 0.3045
```

The structure (SMILES) is CC(N)=O.CC. As for the HOMO energy: -9.99 eV.



Stability check: which of them is least stable? arrangement a.



Arrangement a

Formula: C4H11NO
Source: OMol25
Level of theory: the ωB97M-V functional and the def2-TZVPD basis

XYZ file:
```
17
Properties=species:S:1:pos:R:3:mulliken_charge:R:1
C 1.9803 -0.3872 -0.0689 -0.4822
O 2.6435 -0.0056 -1.3203 -0.5543
C 0.5672 -0.6933 -0.3037 -0.3726
C -0.3881 0.4743 -0.5215 -0.5607
C -1.2721 0.7075 0.8254 -0.6113
N -2.2147 -0.4712 0.8986 -0.5386
H 2.6489 -1.1363 0.2975 0.3011
H 2.0690 0.4810 0.5852 0.2457
H 2.4616 0.8596 -1.6923 0.2992
H 0.3801 -1.2984 -1.3218 0.2431
H 0.1505 -1.5670 0.3805 0.3343
H 0.0962 1.3998 -0.8396 0.3158
H -1.1477 0.1923 -1.3414 0.2865
H -1.8075 1.6489 0.7662 0.3028
H -0.5890 0.7646 1.6683 0.3804
H -2.9552 -0.3401 0.1608 0.2107
H -2.6228 -0.6288 1.8269 0.2003
```

The structure (SMILES) is NCCCCO. As for the HOMO energy: -9.29 eV.



Arrangement b

Formula: C4H11NO
Source: OMol25
Level of theory: the ωB97M-V functional and the def2-TZVPD basis

XYZ file:
```
17
Properties=species:S:1:pos:R:3:mulliken_charge:R:1
C 1.2055 -0.9186 -0.0244 -1.0442
C 1.4260 0.3510 -0.8792 -0.2146
N 2.8365 0.5151 -1.2454 -0.5755
H 1.9415 -1.7304 -0.3028 0.3510
H 0.2253 -1.3605 -0.2748 0.3239
H 1.3469 -0.6872 1.0324 0.2464
H 1.0265 1.3673 -0.3764 0.2469
H 0.8300 0.2593 -1.7987 0.2637
H 3.2901 1.3189 -0.9026 0.2267
H 2.9029 0.5458 -2.3201 0.2305
O -2.6389 -0.1801 -0.8898 -0.5301
C -2.0498 0.0027 0.2095 0.5352
C -2.7229 0.1139 1.6367 -0.8443
H -0.9510 0.2913 0.2358 -0.0206
H -2.0023 0.3512 2.4784 0.2780
H -3.5859 0.7585 1.6696 0.2950
H -3.0805 -0.9982 1.7517 0.2322
```

The structure (SMILES) is CC=O.CCN. As for the HOMO energy: -9.28 eV.



Arrangement c

Formula: C4H11NO
Source: OMol25
Level of theory: the ωB97M-V functional and the def2-TZVPD basis

XYZ file:
```
17
Properties=species:S:1:pos:R:3:mulliken_charge:R:1
C -0.5547 -0.1653 -0.2946 -1.2028
C 0.9869 -0.0923 -0.2267 0.4904
C 1.5428 -0.9913 -1.3539 -1.3065
O 1.3975 1.2576 -0.5694 -0.5585
C -1.2679 0.6553 0.7517 -0.3210
N -1.5358 -0.0010 1.9972 -0.4639
H -0.9108 -1.1983 -0.3304 0.4436
H -0.8587 0.2313 -1.2679 0.4274
H 1.4358 -0.2803 0.7408 0.3113
H 1.1235 -0.5941 -2.2809 0.2743
H 2.6139 -0.8401 -1.4335 0.3541
H 1.1997 -2.0096 -1.2228 0.3605
H 0.5910 1.7131 -0.8044 0.3292
H -2.2202 1.0110 0.3168 0.2411
H -0.7068 1.5856 0.9161 0.2881
H -1.0445 -0.8227 2.2700 0.1666
H -1.7917 0.5410 2.7920 0.1659
```

The structure (SMILES) is C[C@@H](O)CCN. As for the HOMO energy: -8.83 eV.



Stability check: which of them is least stable? arrangement b.



Arrangement a

Formula: C4H11NO
Source: OMol25
Level of theory: the ωB97M-V functional and the def2-TZVPD basis

XYZ file:
```
17
Properties=species:S:1:pos:R:3:mulliken_charge:R:1
C 0.0976 -0.5372 0.2021 0.7899
C -0.3244 0.6668 -0.4882 -1.0886
C -1.7987 -0.8219 0.6274 -1.1681
C 1.3019 1.3906 -1.0168 -0.9935
N 0.9098 -0.4449 1.3126 -0.4856
O 0.4286 -1.6543 -0.4967 -0.5760
H 0.7048 -1.4445 -1.4000 0.3466
H 0.7501 0.3539 1.9106 0.2053
H 1.1584 -1.3243 1.7453 0.2314
H -0.7151 1.4694 0.1259 0.3645
H -0.8152 0.5125 -1.4406 0.4059
H -2.6313 -0.2877 0.1643 0.3457
H -1.8377 -0.6809 1.7094 0.2855
H -2.0247 -1.8699 0.4064 0.3542
H 1.0490 2.1401 -1.7688 0.3637
H 1.9774 0.6367 -1.4246 0.3201
H 1.7694 1.8956 -0.1683 0.2990
```

As for the HOMO energy: -7.73 eV.



Arrangement b

Formula: C4H11NO
Source: OMol25
Level of theory: the ωB97M-V functional and the def2-TZVPD basis

XYZ file:
```
17
Properties=species:S:1:pos:R:3:mulliken_charge:R:1
C 1.3838 0.9985 1.4384 -0.8012
N 0.7886 -0.3537 1.1947 -0.3918
C 0.0202 -1.0993 2.1775 -0.8313
H 1.8122 1.2543 0.3924 0.2544
H 0.6424 1.7404 1.7019 0.2941
H 2.2148 0.8367 2.1516 0.3541
H 1.3772 -1.0430 0.7387 0.2093
H -0.6376 -0.3437 2.7495 0.2711
H 0.5996 -1.8157 2.8726 0.2634
H -0.5773 -1.7581 1.6404 0.3275
C -1.3011 -0.0699 -2.9131 -0.6369
C -0.4328 -0.0066 -1.9127 -0.0570
O -0.7343 0.6291 -0.6283 -0.5906
H -1.2017 -0.8693 -3.7974 0.2001
H -2.2412 0.5064 -2.7393 0.2400
H 0.5414 -0.3256 -1.9434 0.3325
H -0.1963 0.3246 0.1560 0.5622
```

The structure (SMILES) is C=CO.CNC. As for the HOMO energy: -8.51 eV.



Stability check: which of them is least stable? arrangement a.



Arrangement a

Formula: C4H11NO
Source: OMol25
Level of theory: the ωB97M-V functional and the def2-TZVPD basis

XYZ file:
```
17
Properties=species:S:1:pos:R:3:mulliken_charge:R:1
C -0.6747 -1.6209 -0.1784 -1.1514
C -0.9838 -0.0957 -0.5585 0.5155
C -0.8546 0.7967 0.4590 -0.2674
N 0.0122 0.7389 1.4834 -0.5362
C -1.3401 0.1523 -1.9359 -1.2105
H -1.4971 -2.3399 -0.3814 0.3279
H 0.2380 -1.9116 -0.7958 0.2178
H -0.4511 -1.8821 0.8741 0.2967
H -1.3243 1.7542 0.3315 0.3836
H 0.5921 0.0091 1.6740 0.2479
H 0.4477 1.6231 1.8314 0.2406
H -2.4366 -0.1852 -2.0924 0.2213
H -1.1766 1.2583 -2.0096 0.2899
H -0.7188 -0.0909 -2.6519 0.4506
H 2.9984 -0.6965 0.2660 0.3304
H 2.1698 0.4937 0.3494 0.3105
O 3.0241 0.1750 0.6880 -0.6671
```

The structure (SMILES) is CC(C)=CN.O. As for the HOMO energy: -7.47 eV.



Arrangement b

Formula: C4H11NO
Source: OMol25
Level of theory: the ωB97M-V functional and the def2-TZVPD basis

XYZ file:
```
17
Properties=species:S:1:pos:R:3:mulliken_charge:R:1
C 0.3498 -0.3694 0.7197 -0.4983
C -0.8155 0.0312 -0.2077 0.4365
C -2.1895 -0.2907 0.3342 -1.4560
O -0.6883 -0.5235 -1.5150 -0.5739
C 1.7199 -0.3039 0.0122 -0.7661
N 2.1144 1.0418 -0.4179 -0.5745
H 0.3384 0.3009 1.5782 0.3387
H 0.1135 -1.3976 1.0187 0.3315
H -0.8044 1.1337 -0.2806 0.1596
H -2.4779 -1.3310 0.1729 0.3707
H -2.9492 0.3307 -0.1313 0.3564
H -2.2388 -0.0643 1.4009 0.3453
H -0.2218 0.1055 -2.0768 0.3430
H 2.4693 -0.5903 0.7626 0.3286
H 1.7675 -1.1411 -0.6769 0.3213
H 1.5124 1.4703 -1.1122 0.2660
H 2.0002 1.5977 0.4188 0.2712
```

The structure (SMILES) is C[C@H](O)CCN. As for the HOMO energy: -9.47 eV.



Stability check: which of them is least stable? arrangement a.



Arrangement a

Formula: C4H4FNO
Source: OMol25
Level of theory: the ωB97M-V functional and the def2-TZVPD basis

XYZ file:
```
11
Properties=species:S:1:pos:R:3:mulliken_charge:R:1
C 1.2011 -0.2647 -0.1272 0.0952
C 0.1915 -0.6950 0.7282 -0.3297
C -1.1717 0.6563 -0.5384 -0.1409
C 0.1290 0.7283 0.2905 -0.4040
H 2.2391 0.2109 -0.2513 0.3911
H 0.3892 -0.9356 1.8963 0.2840
H -1.5716 1.4225 -1.0286 0.5466
H 0.3958 1.7233 0.7073 0.3993
N -1.7241 -0.5238 -0.5720 -0.3470
O -0.9248 -1.4958 0.1852 -0.2372
F 0.8467 -0.8266 -1.2899 -0.2573
```

The structure (SMILES) is F[C@H]1[C@H]2C=NO[C@@H]12. As for the HOMO energy: -9.59 eV.



Arrangement b

Formula: C4H4FNO
Source: OMol25
Level of theory: the ωB97M-V functional and the def2-TZVPD basis

XYZ file:
```
11
Properties=species:S:1:pos:R:3:mulliken_charge:R:1
C 0.1472 -0.4414 1.0011 0.5206
C -0.8832 -0.9483 -0.0423 -0.5108
C -0.7530 -0.1709 -1.2143 -0.2027
C 0.6797 0.8347 0.4449 0.0755
H -0.1031 -0.2677 2.1740 0.2376
H -1.3279 -1.9127 0.2770 0.3217
H -0.7445 -0.0937 -2.4871 0.2513
H 0.4329 1.7232 -1.5143 0.2982
N 0.0779 1.0442 -0.7278 -0.1414
O 1.2620 1.5952 1.1967 -0.5792
F 1.2120 -1.3625 0.8922 -0.2708
```

The structure (SMILES) is O=C1NC=C[C@H]1F. As for the HOMO energy: -9.43 eV.



Stability check: which of them is least stable? arrangement a.



Arrangement a

Formula: C4H4FNO
Source: OMol25
Level of theory: the ωB97M-V functional and the def2-TZVPD basis

XYZ file:
```
11
Properties=species:S:1:pos:R:3:mulliken_charge:R:1
C -1.3693 0.5763 -1.1394 -0.7239
C -0.1232 0.0127 1.9077 -0.0221
C -0.1059 0.4149 -0.8184 0.5550
C -0.3121 -1.0608 1.4311 -0.0991
N 1.1392 0.5911 -0.7554 -0.4175
O 2.0017 -0.4420 -0.2888 -0.2950
F -0.5473 -2.1975 0.8231 -0.2272
H -2.2896 0.8609 -0.4875 0.2565
H -1.5983 0.2843 -2.1948 0.2285
H 0.3574 0.9713 2.0108 0.3691
H 2.8476 -0.0113 -0.4885 0.3757
```

The structure (SMILES) is C=C=NO.C#CF. As for the HOMO energy: -9.42 eV.



Arrangement b

Formula: C4H4FNO
Source: OMol25
Level of theory: the ωB97M-V functional and the def2-TZVPD basis

XYZ file:
```
11
Properties=species:S:1:pos:R:3:mulliken_charge:R:1
C 1.1083 1.0654 -0.0206 -0.1466
C 2.3905 0.9504 0.1636 -0.2430
C 1.6787 -1.9200 -0.0783 0.2517
C 0.0926 -0.0636 -0.0646 -0.4793
N 0.4752 -1.4962 0.1172 -0.0827
O 2.3655 -2.9196 -0.1675 -0.4200
F 3.3819 1.8375 0.1239 -0.1929
H 0.6707 1.9626 -0.2816 0.4022
H -0.6164 0.2253 0.6026 0.4131
H -0.4235 0.1006 -1.0014 0.2642
H -0.2314 -2.0274 -0.2274 0.2332
```

As for the HOMO energy (spin up / spin down): -7.72 / -9.43 eV.



Stability check: which of them is least stable? arrangement a.